Record 1
Below is a molecular structure, C8H18CoI2NO2P2, with properties calculated with the ωB97M-V functional and the def2-TZVPD basis.

The geometry in XYZ format:
```
34
Properties=species:S:1:pos:R:3:forces:R:3:mulliken_charge:R:1
I -2.718811 2.777937 -3.746362 -0.138 0.037 -0.410 0.431
I -1.465896 -0.005200 -5.056801 -0.202 0.197 -0.301 0.418
Co 0.015042 -0.024801 0.001465 1.514 -0.902 3.313 -0.142
P 1.816824 1.021766 -0.449835 2.052 0.813 -0.073 0.870
C 1.944793 1.951584 -2.000401 -0.131 -0.142 0.205 -1.177
C 2.265433 2.223486 0.855412 -0.355 -0.004 -0.031 -1.154
H 3.258526 2.636112 0.616038 -0.386 -0.034 0.027 0.407
H 4.155699 0.454890 -0.601422 -0.244 -0.210 -0.088 0.406
H 2.300209 1.752384 1.852066 -0.074 0.152 -0.523 0.359
H 3.300094 -0.709674 0.464044 -0.110 0.264 -0.399 0.368
H 1.174473 2.720358 -2.020217 0.052 0.162 0.005 0.381
H 1.501151 3.014384 0.851887 0.384 -0.076 0.159 0.360
C 3.235754 -0.133978 -0.472578 -0.312 -0.101 -0.126 -1.166
H 2.931177 2.406337 -2.081096 -0.029 0.027 -0.082 0.407
H 3.086626 -0.821050 -1.316967 0.303 0.094 0.249 0.358
H 1.768529 1.278778 -2.837309 0.139 -0.035 -0.108 0.374
P -1.750129 -1.061343 0.600236 -1.514 -1.275 0.981 0.867
C -3.200569 -1.055906 -0.486330 0.246 0.081 0.083 -1.180
C -1.382639 -2.831165 0.889616 0.155 0.179 -0.263 -1.166
H -1.595351 -0.518371 2.997627 -0.306 0.014 -0.452 0.360
H -3.211815 -1.137820 2.518687 0.194 0.303 -0.145 0.407
H -2.717696 0.553249 2.090536 -0.028 -0.314 0.280 0.359
C -2.376675 -0.484309 2.220005 0.136 0.280 -0.174 -1.154
H -0.551072 -2.958247 1.600257 -0.334 0.132 -0.330 0.368
H -2.286054 -3.306660 1.298678 0.232 0.069 -0.229 0.407
H -4.001296 -1.645957 -0.042623 -0.042 0.018 -0.072 0.407
H -2.923661 -1.464118 -1.456270 -0.069 -0.158 -0.047 0.376
H -1.109367 -3.272507 -0.078723 -0.095 -0.139 0.364 0.358
H -3.530465 -0.029637 -0.636870 -0.150 0.045 0.065 0.381
C -0.715503 0.501264 -1.430415 -0.141 0.059 -0.296 0.360
O -1.218923 0.856419 -2.416694 0.398 -0.266 0.797 -0.236
O 1.820304 -1.212466 3.799424 -1.078 0.710 -2.299 -0.422
C 1.333276 -0.894897 2.757718 1.667 -1.095 3.554 0.613
N 0.848013 -0.580842 1.717217 -1.734 1.117 -3.635 -0.605
```
Positions in Å, forces in eV/Å.

Values from the calculation:
net charge: +2
highest occupied orbital energy (spin up / spin down): -16.09 / -15.77 eV
LUMO level (spin up / spin down): -6.670 / -10.526 eV
gap between HOMO and LUMO (spin up / spin down): 0.346 / 0.193 hartree
calculated total energy: -3181.01981 Ha
⟨S²⟩: 6.09
spin multiplicity: 5



Record 2
Below is a single C4H5NO molecule, with properties calculated with the ωB97M-V functional and the def2-TZVPD basis.

The geometry in XYZ format:
```
11
Properties=species:S:1:pos:R:3:forces:R:3:mulliken_charge:R:1
N 3.136638 -0.528359 -0.002692 -1.029 0.353 0.122 -0.393
C 2.069591 -0.099229 0.117593 0.866 -0.346 -0.093 0.154
C 0.724207 0.464553 0.254270 -0.004 0.078 0.025 -0.313
C -0.388142 -0.550518 -0.023387 0.034 0.012 -0.001 -0.582
C -1.704385 0.141230 -0.293030 -0.017 0.338 -0.003 0.026
O -1.840800 1.341082 -0.310232 0.036 -0.556 0.020 -0.468
H 0.620916 0.878736 1.262044 0.009 -0.039 -0.141 0.278
H 0.625255 1.307843 -0.435972 0.052 -0.110 0.075 0.296
H -0.153458 -1.179331 -0.892434 -0.042 0.106 0.086 0.344
H -0.526032 -1.244841 0.815789 0.020 0.088 -0.125 0.310
H -2.563789 -0.531165 -0.491945 0.076 0.075 0.035 0.348
```
Positions in Å, forces in eV/Å.

Values from the calculation:
net charge: 0
ΔE to the lowest compared entry with this formula, charge and spin: 57.9 kJ/mol
highest occupied orbital energy: -10.57 eV
SMILES string: N#CCCC=O
LUMO level: 0.683 eV
gap between HOMO and LUMO: 0.414 hartree
calculated total energy: -285.39254 Ha



Record 3
Below is 2 unconnected molecules or ions with the total composition C23H46BClN4O11PS3, with properties calculated with the ωB97M-V functional and the def2-TZVPD basis.

The geometry in XYZ format:
```
90
Properties=species:S:1:pos:R:3:forces:R:3:mulliken_charge:R:1
C 5.437990 -3.806377 -2.102321 -0.774 0.597 0.220 -1.272
C 5.206908 -2.308725 -2.342403 0.670 -1.372 0.157 -0.272
O 3.792011 -2.044307 -2.256703 0.197 0.812 -0.146 -0.570
B 3.373189 -0.983650 -3.011853 -0.461 -0.626 -0.007 1.447
O 3.364038 -1.066234 -4.372533 -0.268 0.400 -0.012 -0.719
C 2.889980 0.314831 -2.230321 1.543 -0.680 0.829 -2.050
N 3.064883 1.665700 -2.826077 -0.659 -0.316 -0.140 0.216
C 3.859476 2.018482 -4.003665 0.198 0.939 -0.356 -1.037
C 3.053462 2.275282 -5.309554 0.067 -0.652 0.182 -0.383
C 1.578950 1.985004 -5.179263 -0.836 -0.033 -0.138 0.365
O 0.787277 2.688742 -4.617933 0.582 -0.069 -0.280 -0.379
O 1.149407 0.841003 -5.801395 -0.119 0.109 0.656 -0.474
C 2.434757 2.487436 -2.070081 -1.112 1.231 0.629 0.727
Cl 2.415877 4.157518 -2.199885 0.264 -0.220 -0.312 -0.059
C 1.674461 1.838845 -0.959478 0.095 -0.786 0.347 -1.315
C 1.565037 0.364604 -1.448405 -0.785 0.220 -0.431 1.450
C 0.396346 0.048953 -2.434844 0.784 0.317 0.614 -0.668
S -1.119946 0.958854 -2.183672 -0.639 0.715 -1.091 1.238
O -2.087375 0.449627 -3.100104 0.071 -0.744 0.305 -0.610
O -0.885422 2.368433 -2.291291 0.714 0.194 0.783 -0.617
S 1.635838 -0.900710 -0.129470 0.357 -0.044 0.087 -0.189
C 0.090206 -0.796895 0.827764 -0.038 0.537 -0.558 -0.109
C -0.979911 -1.797539 0.442393 -1.256 -1.200 1.367 0.437
O -1.356822 -2.582888 1.282400 0.571 0.421 -0.674 -0.590
O -1.541856 -1.789579 -0.793571 1.559 0.746 -0.075 -0.074
C -1.485966 -3.080879 -1.437300 -1.191 -0.422 -0.466 -0.885
C -1.575761 -2.928523 -2.944628 0.345 0.004 -0.134 1.747
C -0.752739 -4.002869 -3.668544 -0.134 0.489 0.221 -1.876
O -2.963295 -2.980520 -3.291442 0.123 0.347 -0.076 -0.346
C -3.191156 -2.656460 -4.603238 -0.552 -0.716 -1.430 0.414
O -3.142125 -3.491430 -5.475966 0.190 0.458 0.896 -0.552
C -3.559983 -1.232522 -4.957274 0.148 0.630 0.507 0.058
S -4.874946 -0.546859 -3.904878 -0.615 -0.217 0.142 -0.238
H 6.325125 -4.173636 -2.603863 0.161 -0.027 0.100 0.369
H 5.465983 -3.982627 -1.031261 0.233 -0.240 0.043 0.313
H 4.555097 -4.322261 -2.474112 0.110 -0.226 -0.196 0.316
H 5.738159 -1.749937 -1.572313 -0.119 0.317 -0.070 0.292
H 5.628129 -2.063079 -3.320614 -0.269 0.327 -0.086 0.359
H 3.592936 -1.970809 -4.623197 0.086 -0.002 -0.310 0.278
H 3.632021 0.352582 -1.413458 0.142 -0.285 -0.071 0.457
H 4.370451 2.943027 -3.747830 0.079 0.024 0.108 0.652
H 4.633443 1.294478 -4.224696 -0.137 -0.418 0.485 0.313
H 3.442078 1.612979 -6.076466 0.164 0.113 -0.125 0.340
H 3.190747 3.303073 -5.626952 -0.129 0.110 0.023 0.369
H 1.703489 0.089217 -5.545651 0.390 -0.018 -0.453 0.304
H 0.756036 2.324370 -0.655129 -0.106 0.298 -0.503 0.791
H 2.284972 1.853583 -0.048350 0.350 -0.036 -0.142 0.471
H 0.701931 0.271382 -3.456484 -0.397 0.353 -0.106 -0.050
H 0.220792 -1.020011 -2.391373 -0.282 0.048 0.082 0.087
H -1.484231 0.695473 -0.899739 0.097 -0.202 -0.223 0.041
H -0.287706 0.223640 0.888596 -0.057 0.086 -0.141 0.325
H 0.377915 -1.048577 1.842385 0.077 -0.090 0.087 0.199
H -0.592155 -3.631876 -1.159809 0.141 0.213 0.230 0.469
H -2.371807 -3.643498 -1.148906 0.103 -0.185 0.268 0.409
H -1.212026 -1.940022 -3.243585 -0.004 -0.045 0.110 -0.712
H -1.315084 -4.927484 -3.736221 0.020 -0.146 -0.009 0.360
H -0.509896 -3.651600 -4.666318 -0.039 -0.206 -0.196 0.373
H 0.176228 -4.160660 -3.121503 0.095 -0.113 -0.056 0.542
H -3.875887 -1.195257 -5.990530 -0.043 -0.269 -0.136 0.446
H -2.674789 -0.600408 -4.867574 -0.075 -0.113 0.082 -0.024
H -4.412460 0.666134 -3.561115 0.354 -0.283 -0.291 0.107
O -0.044875 2.505691 5.090386 1.131 0.040 3.102 -0.906
P -1.188862 1.886451 5.857690 -3.941 -0.902 -4.870 0.746
N -1.219198 0.327160 5.124388 0.326 -0.588 0.253 0.429
C -2.198052 -0.140290 4.172649 -0.393 0.211 0.064 -1.060
C 0.024237 -0.430589 5.148438 0.294 0.313 0.297 -1.192
N -2.439473 2.925018 5.310522 0.220 0.317 -0.132 0.168
C -3.750694 2.509377 4.849813 -0.368 -0.103 0.448 -1.004
C -2.040256 4.149840 4.627295 0.277 0.020 -0.113 -0.966
N -2.223897 1.397134 7.178609 2.535 0.811 1.504 -0.022
C -2.243370 2.430662 8.249562 -0.309 0.323 -0.093 -1.115
C -1.965021 0.108497 7.842446 -0.002 -0.428 -0.183 -0.959
H -3.214675 -0.073531 4.563965 0.000 0.218 -0.098 0.302
H -2.067773 -1.200742 3.951975 0.271 0.028 0.054 0.542
H -2.134350 0.415441 3.223402 -0.214 -0.073 -0.047 0.125
H 0.144182 -0.958412 6.104049 0.082 -0.083 -0.083 0.276
H 0.897345 0.215474 5.015718 -0.045 0.042 0.009 0.372
H 0.058050 -1.181878 4.358881 -0.191 0.009 -0.025 0.362
H -3.730667 2.166321 3.808440 -0.028 0.007 -0.002 0.284
H -4.452284 3.345988 4.904666 0.110 0.078 -0.011 0.394
H -4.181384 1.729809 5.474910 0.192 -0.130 0.001 0.260
H -1.755469 3.962907 3.583862 0.024 0.095 -0.016 0.236
H -1.204264 4.624967 5.131793 0.092 -0.098 -0.083 0.315
H -2.860345 4.870756 4.635072 -0.145 -0.171 0.027 0.345
H -1.273390 2.512102 8.747784 -0.057 -0.081 0.138 0.352
H -2.998843 2.189023 8.996234 0.000 -0.135 -0.055 0.410
H -2.496184 3.406715 7.839580 0.027 -0.061 -0.157 0.331
H -0.933414 0.016226 8.191575 -0.032 -0.061 0.118 0.346
H -2.193074 -0.726981 7.185197 0.138 0.110 -0.193 0.253
H -2.626280 0.002320 8.702698 0.021 0.239 0.025 0.370
```
Positions in Å, forces in eV/Å.

Values from the calculation:
net charge: +1
highest occupied orbital energy: -9.88 eV
LUMO level: -4.136 eV
gap between HOMO and LUMO: 0.211 hartree
calculated total energy: -3971.35916 Ha